C41H44BClN8O3S | the ωB97M-V functional and the def2-TZVPD basis

Calculated values
- Kohn-Sham gap: 7.41 eV
- E: -85326.519 eV
- Molar mass: 775.19 g mol⁻¹
- Highest occupied orbital energy: -8.574 eV

```
! wB97M-V def2-TZVPD RIJCOSX def2/J DEFGRID3
* xyz 0 1
C -4.71000 -4.04531 -2.49217
C -3.54232 -4.87810 -3.17160
O -2.38362 -5.08382 -2.33519
B -1.68796 -3.88687 -2.06029
O -0.58012 -3.60944 -2.90382
C -2.07327 -2.89064 -0.83636
C -1.69816 -1.40016 -0.94725
C -2.03028 -0.47255 0.14407
C -1.63654 1.05858 0.11807
C -2.68821 1.84581 -0.80844
C -1.94498 2.28478 -2.13933
O -3.73536 0.92091 -1.17254
C -2.77431 -0.97362 1.34506
N -3.23613 -0.32475 2.48184
S -3.96426 -1.49585 3.43882
N -3.78654 -2.93070 2.55644
C -3.13154 -2.44268 1.43242
C -2.76136 -3.41545 0.34634
Cl -3.19687 -5.13195 0.60852
H -5.68912 -4.34386 -2.98511
H -4.84115 -4.26950 -1.39818
H -4.60306 -2.93250 -2.67084
H -3.97038 -5.90497 -3.38357
H -3.27905 -4.36620 -4.13860
H -0.20040 -2.73862 -2.68904
H -1.14868 -1.05079 -1.86651
H -0.56194 1.17362 -0.18724
H -1.69970 1.40304 1.19756
H -3.08032 2.70390 -0.19108
H -2.37398 1.66744 -2.97726
H -2.15036 3.38771 -2.28701
H -0.84193 2.06472 -2.10882
H -4.45682 1.01950 -0.52292
N -1.08313 3.87908 4.19191
C -1.25076 2.62016 3.76809
C -0.22015 1.69964 3.65813
C 1.05999 2.10451 4.00263
C 1.25981 3.40368 4.44260
C 0.16147 4.24560 4.52020
H -2.26934 2.35114 3.50709
H -0.41493 0.69243 3.31137
H 1.89323 1.41475 3.92928
H 2.24534 3.75542 4.71944
H 0.26748 5.27008 4.86214
N -6.58579 2.25778 -0.96549
C -7.27237 1.15260 -1.28192
C -8.53705 1.16553 -1.84724
C -9.13019 2.39249 -2.09768
C -8.44098 3.55142 -1.77775
C -7.17910 3.42994 -1.21868
H -6.76841 0.21616 -1.06482
H -9.04426 0.23953 -2.08486
H -10.11919 2.44517 -2.53793
H -8.87252 4.52725 -1.95851
H -6.59937 4.30823 -0.95456
N 0.77853 -4.67988 -6.58915
C 1.62331 -5.32762 -7.39955
C 2.22310 -6.53605 -7.08203
C 1.93582 -7.10803 -5.85209
C 1.06536 -6.45617 -4.99339
C 0.51503 -5.25242 -5.40691
H 1.81975 -4.83973 -8.34878
H 2.89786 -7.01705 -7.77906
H 2.38593 -8.05206 -5.56622
H 0.81794 -6.87156 -4.02505
H -0.17244 -4.70777 -4.77291
N 5.23688 -3.64525 -5.63694
C 6.45101 -3.09790 -5.76471
C 7.49764 -3.69283 -6.45177
C 7.27769 -4.92889 -7.03853
C 6.02899 -5.51819 -6.91901
C 5.04795 -4.83850 -6.21370
H 6.57563 -2.13220 -5.28593
H 8.45934 -3.20157 -6.52496
H 8.07104 -5.42768 -7.58343
H 5.82057 -6.48311 -7.36351
H 4.05635 -5.25608 -6.09582
N 3.75341 3.45421 8.49299
C 3.79544 4.11529 9.65610
C 2.70590 4.76076 10.21864
C 1.49989 4.72525 9.53838
C 1.42757 4.04943 8.33122
C 2.57358 3.43314 7.85483
H 4.76106 4.11830 10.15074
H 2.79975 5.27793 11.16473
H 0.62478 5.21893 9.94486
H 0.50217 4.00076 7.77141
H 2.56531 2.88945 6.91626
N 4.43643 6.22246 4.47775
C 5.16514 6.72994 3.47691
C 6.35820 6.17996 3.03547
C 6.82818 5.03998 3.66840
C 6.09259 4.49593 4.70940
C 4.90988 5.12070 5.07216
H 4.75820 7.62353 3.01534
H 6.90498 6.63234 2.21824
H 7.75793 4.58022 3.35358
H 6.42818 3.60700 5.22773
H 4.29709 4.73078 5.87889
*
```